Molecular formula: C4H6S3
Method: DFT, the ωB97M-V functional and the def2-TZVPD basis

Multiplicity ... 1
Energy relative to the best compared isomer or geometry (same formula, charge and spin) ... 14.7 kcal per mole
Molar mass ... 150.29 Da
Net charge ... 0
HOMO-LUMO gap ... 9.358 eV
E_HOMO ... -8.7 eV
SMILES ... S[C@H]1C=C[C@H](S)S1
LUMO level ... 0.0240 Ha

Positions of all 13 atoms, in Å:
1 S -2.83 -0.53 0.20
2 C -1.23 -0.38 -0.65
3 C -0.67 0.98 -0.50
4 C 0.45 1.11 0.18
5 C 1.02 -0.21 0.74
6 S 2.78 -0.29 -0.11
7 S -0.02 -1.57 0.21
8 H -2.41 -0.34 1.41
9 H -1.23 -0.66 -1.71
10 H -1.03 1.72 -1.17
11 H 1.17 1.98 0.29
12 H 1.28 -0.21 1.74
13 H 2.73 -1.57 -0.61

***

Molecular formula: C34H63IN2O9
Method: DFT, the ωB97M-V functional and the def2-TZVPD basis

Multiplicity ... 1
Molar mass ... 770.79 Da
Net charge ... 0
HOMO-LUMO gap ... 7.559 eV
E_HOMO ... -8.0 eV
LUMO level ... -0.0156 Ha

Positions of all 109 atoms, in Å:
1 C 0.35 3.54 4.57
2 O -0.80 2.75 4.94
3 C -1.67 2.78 3.77
4 C -3.03 2.07 4.13
5 C -3.51 1.07 3.02
6 C -4.28 1.72 1.80
7 C -5.21 2.93 2.16
8 C -4.52 4.34 2.13
9 C -3.97 4.78 0.71
10 C -2.54 5.44 0.89
11 C -1.38 4.81 0.04
12 C -1.43 3.25 -0.09
13 N -0.19 2.75 -0.83
14 I -0.91 1.35 -2.23
15 C 0.66 1.97 0.08
16 O 1.74 2.41 0.33
17 O 0.15 0.79 0.55
18 C 0.65 0.43 1.86
19 C 1.70 -0.74 1.83
20 C 2.47 -0.89 0.46
21 C 1.62 -1.67 -0.62
22 C 2.41 -2.86 -1.31
23 C 2.96 -2.44 -2.73
24 C 2.70 -3.62 -3.75
25 C 3.46 -3.23 -5.10
26 C 2.59 -3.63 -6.36
27 C 3.39 -4.74 -7.16
28 C 4.69 -4.03 -7.74
29 C 4.80 -4.30 -9.29
30 N 5.40 -3.15 -9.99
31 C 6.71 -2.69 -9.99
32 C 6.71 -1.57 -10.88
33 C 5.36 -1.33 -11.42
34 C 4.59 -2.38 -10.80
35 H 1.16 3.38 5.32
36 H 0.09 4.62 4.46
37 H 0.75 3.20 3.58
38 H -1.12 2.23 2.97
39 H -1.80 3.86 3.51
40 H -3.80 2.81 4.45
41 H -2.80 1.45 5.04
42 H -2.58 0.60 2.60
43 H -4.12 0.21 3.42
44 H -3.61 2.03 0.96
45 H -4.95 0.92 1.38
46 H -5.61 2.80 3.21
47 H -6.12 2.92 1.50
48 H -5.31 5.08 2.43
49 H -3.75 4.39 2.94
50 H -4.66 5.60 0.36
51 H -4.02 3.99 -0.07
52 H -2.20 5.50 1.95
53 H -2.62 6.51 0.55
54 H -1.25 5.28 -0.97
55 H -0.42 5.04 0.58
56 H -2.29 2.98 -0.75
57 H -1.58 2.72 0.88
58 H -0.23 0.05 2.43
59 H 1.00 1.32 2.43
60 H 2.42 -0.72 2.68
61 H 1.11 -1.69 1.94
62 H 2.69 0.14 0.07
63 H 3.47 -1.36 0.65
64 H 1.31 -0.97 -1.44
65 H 0.67 -2.04 -0.14
66 H 3.24 -3.17 -0.63
67 H 1.69 -3.71 -1.47
68 H 2.45 -1.54 -3.15
69 H 4.06 -2.23 -2.66
70 H 3.10 -4.59 -3.36
71 H 1.60 -3.66 -3.93
72 H 4.44 -3.75 -5.05
73 H 3.63 -2.12 -5.13
74 H 1.59 -4.03 -6.04
75 H 2.36 -2.74 -7.01
76 H 3.74 -5.52 -6.44
77 H 2.76 -5.17 -7.98
78 H 5.61 -4.43 -7.25
79 H 4.59 -2.92 -7.60
80 H 3.81 -4.50 -9.76
81 H 5.45 -5.18 -9.51
82 H 7.50 -3.15 -9.38
83 H 7.59 -0.96 -11.15
84 H 5.01 -0.56 -12.13
85 H 3.51 -2.55 -10.96
86 C -4.91 4.82 6.74
87 O -6.03 4.21 6.10
88 C -7.08 4.02 6.91
89 O -7.15 4.32 8.07
90 O -8.06 3.45 6.19
91 C -9.25 3.19 6.92
92 H -4.12 4.92 6.00
93 H -5.16 5.81 7.11
94 H -4.54 4.19 7.55
95 H -9.68 4.11 7.30
96 H -9.05 2.49 7.74
97 H -9.96 2.73 6.24
98 C 0.90 -3.39 5.70
99 O 1.37 -4.74 5.69
100 C 2.14 -5.04 4.65
101 O 2.45 -4.30 3.76
102 O 2.51 -6.33 4.76
103 C 3.34 -6.79 3.71
104 H 0.29 -3.26 6.59
105 H 1.74 -2.69 5.75
106 H 0.29 -3.19 4.82
107 H 4.28 -6.23 3.68
108 H 2.82 -6.73 2.75
109 H 3.57 -7.84 3.91